A structure of composition C22H27FeN3O2S4, computed with ωB97M-V/def2-TZVPD.

For the HOMO-LUMO gap (alpha / beta), the calculation gives 5.39 / 6.74 eV. The calculation puts the electronic energy at -109546.908 eV. The calculation puts the LUMO energy (alpha / beta) at 2.44 / 2.43 eV. The HOMO energy (alpha / beta) is -2.954 / -4.310 eV. Its expectation value of S² is 0.79.

Structure (ORCA input):
```
! wB97M-V def2-TZVPD RIJCOSX def2/J DEFGRID3
* xyz -1 2
Fe 0.111 -0.679 -0.250
N 0.577 -2.517 -0.964
C 1.551 -3.303 -0.192
C 1.233 -3.252 1.296
C 1.661 -1.931 1.947
O 2.347 -1.976 2.966
O 1.291 -0.847 1.364
H -0.347 -2.960 -0.967
H 0.844 -2.453 -1.941
H 2.541 -2.879 -0.370
H 1.567 -4.342 -0.540
H 1.756 -4.051 1.819
H 0.156 -3.397 1.445
C 5.203 -0.372 -2.487
C 4.342 0.116 -3.462
C 3.019 0.391 -3.162
C 2.519 0.178 -1.869
C 3.393 -0.302 -0.888
C 4.717 -0.572 -1.201
N 1.166 0.431 -1.558
N 0.669 1.351 -2.360
C -0.669 1.521 -2.480
C -1.031 2.722 -3.156
C -2.330 3.040 -3.433
C -3.365 2.146 -3.090
C -3.036 0.958 -2.487
C -1.714 0.612 -2.137
H 6.238 -0.589 -2.723
H 4.706 0.279 -4.470
H 2.343 0.770 -3.915
H 3.029 -0.425 0.120
H 5.377 -0.935 -0.421
H -0.222 3.387 -3.430
H -2.561 3.978 -3.926
H -4.399 2.384 -3.307
H -3.811 0.242 -2.237
C -2.178 0.036 4.259
C -2.835 -1.124 3.528
S -2.529 -1.237 1.749
C -3.158 0.352 1.162
C -2.247 1.587 1.195
S -0.529 1.338 0.681
C 0.481 1.857 2.090
C 0.021 1.646 3.533
S -0.373 -0.030 4.094
H -2.457 -0.006 5.315
H -2.541 0.986 3.872
H -3.913 -1.118 3.716
H -2.446 -2.069 3.915
H -4.079 0.576 1.708
H -3.439 0.148 0.130
H -2.228 2.047 2.181
H -2.670 2.322 0.507
H 0.670 2.926 1.965
H 1.415 1.324 1.910
H -0.831 2.287 3.767
H 0.837 1.997 4.168
S -2.429 -1.948 -1.541
C -1.414 -0.621 -1.439
*
```